(1)
ORCA calculation (wB97M-V/def2-TZVPD) on 3 unconnected molecules or ions with the total composition C3H11NO3 at a distorted geometry.

energy above the lowest of the compared OMol25 structures with the same formula, charge and spin = 0.9266 eV
total charge = 0

Structure (XYZ):
```
18
Properties=species:S:1:pos:R:3:forces:R:3
C -0.3197 0.1389 0.5279 0.08 0.08 0.16
N -0.0883 -0.8399 1.4288 -0.09 0.47 -0.65
C -0.3285 -0.7656 2.8475 -0.93 0.03 0.66
C -1.5080 0.1613 3.1986 -0.07 -0.30 -0.41
O 0.0740 0.0566 -0.6186 0.04 0.13 -0.49
H -0.8772 1.0110 0.8811 -0.02 0.03 0.12
H 0.4512 -1.5614 0.9781 0.17 -0.40 0.54
H -0.5765 -1.7625 3.2137 0.18 -0.07 -0.08
H 0.5273 -0.3986 3.4076 0.38 -0.13 -0.06
H -1.8808 -0.0245 4.2053 0.30 -0.01 0.09
H -1.1927 1.1996 3.1249 -0.22 0.10 0.00
H -2.3601 -0.0239 2.5304 0.25 0.15 0.05
H 1.1818 -2.7782 -6.1020 0.01 0.02 0.03
H 1.5939 -1.6617 -5.1400 -0.12 -0.04 -0.12
O 1.0629 -1.8402 -5.9259 0.10 0.03 0.10
H 0.6963 2.2319 -0.9218 -0.04 -0.18 0.32
H 0.9381 3.7195 -0.7588 0.01 0.05 0.16
O 0.8187 2.9146 -0.2439 -0.02 0.03 -0.41
```
Positions in Å, forces in eV/Å.

Here are the natural (NBO) charges for atoms 1 to 4, given in e: atom 1 (C): 0.529, atom 2 (N): -0.614, atom 3 (C): -0.210, atom 4 (C): -0.623

=====

(2)
ORCA calculation (wB97M-V/def2-TZVPD) on a single C6H8 molecule.

energy above the lowest of the compared OMol25 structures with the same formula, charge and spin = 4.0010 eV
total charge = 0

Structure (XYZ):
```
14
Properties=species:S:1:pos:R:3:forces:R:3
C -2.0326 0.0316 -0.6433 0.03 0.04 -0.05
C -1.1737 -0.0762 0.5469 0.06 -0.11 0.40
C -0.6187 -0.1795 1.6774 -0.37 -0.02 -0.55
C 0.5298 0.5111 0.6766 0.28 0.31 0.02
C 1.8327 -0.2573 0.6137 0.08 -0.07 0.07
C 1.1315 0.0486 -0.6562 -0.05 -0.07 -0.18
H -2.2091 1.0763 -0.9157 0.07 -0.10 0.03
H -3.0083 -0.4209 -0.4316 0.24 0.05 0.14
H -1.6127 -0.4937 -1.5069 0.01 0.08 0.14
H 0.6395 1.5731 0.8801 -0.10 -0.20 -0.05
H 2.7308 0.3015 0.8643 -0.18 -0.05 -0.04
H 1.8161 -1.2764 0.9872 -0.09 0.17 -0.08
H 1.5251 0.8211 -1.3120 -0.09 -0.13 0.14
H 0.6329 -0.7708 -1.1634 0.12 0.11 0.03
```
Positions in Å, forces in eV/Å.

Here are the natural (NBO) charges for atoms 1 to 4, given in e: atom 1 (C): -0.679, atom 2 (C): -0.014, atom 3 (C): -0.108, atom 4 (C): -0.237

=====

(3)
ORCA calculation (wB97M-V/def2-TZVPD) on 2 unconnected molecules or ions with the total composition C18H21Cl2N3O4 at a distorted geometry.

total charge = 0

Structure (XYZ):
```
48
Properties=species:S:1:pos:R:3:forces:R:3
O -5.0081 -1.6029 0.8479 0.37 0.28 -0.15
O -2.4583 -0.1547 -1.5700 -0.13 0.32 0.60
Cl 4.5858 -4.0479 -2.7612 -0.13 0.37 0.20
Cl -0.2820 5.0765 -2.8997 0.15 -0.25 0.21
O 5.0605 0.7386 -0.9870 -0.32 -0.18 0.00
O 2.4957 0.7256 0.0575 0.08 0.51 0.47
C -4.3836 -1.3653 1.8698 -1.53 -1.09 -0.37
C -2.3170 -0.6112 -0.4419 -0.64 0.78 -0.92
C 2.6670 -2.6348 -1.4265 0.07 0.00 0.02
C 1.0967 2.7278 -2.7641 -0.10 0.19 0.06
C 2.1740 -1.5055 -0.7615 0.74 0.05 -0.25
C 4.7725 -1.5026 -1.7848 0.02 -0.27 -0.07
C 1.7548 1.6940 -2.0904 -0.08 0.28 0.78
C 0.6384 3.8140 -0.6617 -0.05 0.02 -0.84
C 3.9697 -2.6381 -1.9367 -0.34 0.81 0.45
C 0.5370 3.7896 -2.0534 0.40 -0.64 0.34
C 2.9793 -0.3723 -0.6077 -0.24 -1.40 -0.65
C 4.2829 -0.3752 -1.1248 -0.32 0.33 0.22
C 1.8661 1.7087 -0.6831 -0.59 0.75 -1.68
C 1.2980 2.7903 0.0176 -0.11 -0.15 0.51
N 1.3844 2.8490 1.4012 0.33 -0.38 0.29
N -1.7065 -1.7992 -0.3173 0.78 -0.93 0.90
N -3.3304 -0.5514 1.9165 1.19 0.73 -0.26
C -4.7877 -2.0147 3.1724 -0.02 0.10 -0.04
C -1.3033 -2.5186 0.8910 -0.47 0.25 -0.25
C -1.7516 1.1756 1.2742 -0.14 -0.23 -0.45
C -2.8332 0.2128 0.7678 0.05 -0.11 0.42
H 4.5222 1.4193 -0.5428 0.30 -0.27 -0.15
H 2.0437 -3.5151 -1.5512 0.08 0.14 0.03
H 1.0108 2.7070 -3.8463 0.04 -0.05 0.19
H 1.1644 -1.4930 -0.3653 0.05 0.04 -0.06
H 5.7820 -1.4892 -2.1807 -0.10 0.04 0.06
H 2.1689 0.8826 -2.6805 -0.02 0.03 0.20
H 0.2032 4.6429 -0.1158 0.06 -0.08 0.07
H 0.7399 3.4556 1.9017 0.38 -0.50 -0.25
H 1.7332 2.0111 1.8652 -0.39 0.60 -0.11
H -1.4915 -2.2294 -1.2039 -0.07 0.14 0.00
H -2.8783 -0.4140 2.8028 0.07 0.04 0.05
H -3.9837 -2.6585 3.5221 0.04 -0.05 0.21
H -4.9984 -1.2435 3.9107 0.05 -0.05 0.22
H -5.6851 -2.6093 3.0041 0.16 0.09 -0.01
H -0.5501 -3.2663 0.6384 -0.04 0.13 -0.05
H -2.1657 -3.0297 1.3216 0.12 -0.07 0.18
H -0.8793 -1.8310 1.6237 0.01 -0.11 0.02
H -2.1536 1.8079 2.0661 0.01 -0.02 0.04
H -1.4294 1.8122 0.4493 0.07 -0.04 0.06
H -0.8918 0.6194 1.6478 0.12 0.06 0.07
H -3.6625 0.8127 0.3888 0.07 -0.23 -0.29
```
Positions in Å, forces in eV/Å.

Here are the natural (NBO) charges for atoms 1 to 4, given in e: atom 1 (O): -0.617, atom 2 (O): -0.618, atom 3 (Cl): 0.012, atom 4 (Cl): 0.005

=====

(4)
ORCA calculation (wB97M-V/def2-TZVPD) on 2 unconnected molecules or ions with the total composition C21H36BBrNO6 at a distorted geometry.

total charge = +1

Structure (XYZ):
```
66
Properties=species:S:1:pos:R:3:forces:R:3
C 3.4364 -0.1510 1.2024 0.21 0.02 -0.12
C 3.8322 -0.0194 -0.2988 0.07 -0.15 0.04
B 3.1308 1.1982 -1.0166 0.12 0.28 -0.36
O 3.8699 2.2708 -1.4451 0.19 -0.47 0.89
C 1.5332 1.1741 -1.2718 0.18 -0.44 -0.03
O 0.8900 1.1597 -0.0010 -0.04 0.06 0.05
C 1.0963 -0.0520 -2.1229 0.05 0.21 -0.11
O -0.0138 -0.7362 -1.5752 0.08 -0.03 -0.13
C -1.2426 -0.1071 -1.5946 -0.15 0.22 -0.02
C -1.6730 0.6578 -2.6746 -0.20 0.02 0.16
C -2.9332 1.2594 -2.6698 0.09 -0.15 0.14
C -3.3744 2.0957 -3.8424 0.02 -0.10 0.22
C -3.7553 1.0685 -1.5609 0.24 -0.14 0.13
C -3.3154 0.3006 -0.4873 0.20 0.02 -0.21
C -2.0578 -0.3005 -0.4787 -0.06 -0.09 -0.25
C -1.5914 -1.1150 0.7085 -0.41 -0.03 0.37
C -2.5760 -2.2582 1.0286 0.35 -0.04 0.07
C -1.3997 -0.2046 1.9497 0.01 0.19 -0.39
O 1.0618 2.3312 -1.9521 -0.24 0.11 0.10
C 0.7955 3.4493 -1.1876 -0.06 -0.08 -0.06
O 1.5896 4.3297 -1.0686 0.17 -0.03 0.08
C -0.6320 3.5167 -0.6727 0.17 0.19 -0.07
Br -0.5597 3.8514 1.2493 -0.05 -0.06 0.02
C -1.3667 4.6546 -1.3662 -0.34 0.02 0.20
C -2.8396 4.7759 -0.9423 -0.02 0.09 -0.13
H 2.7713 0.6406 1.5436 -0.01 0.04 0.04
H 2.9555 -1.1080 1.3976 -0.07 0.07 0.03
H 4.3266 -0.0973 1.8270 0.00 -0.04 0.06
H 3.6162 -0.9662 -0.8000 -0.04 0.00 -0.05
H 4.9108 0.1141 -0.3715 0.03 0.05 -0.06
H 3.7230 3.0757 -0.9330 -0.32 0.40 -0.64
H 1.0035 0.2888 0.3934 -0.11 -0.07 -0.01
H 1.8872 -0.7977 -2.1729 0.01 -0.02 0.12
H 0.9282 0.2913 -3.1440 -0.08 0.03 -0.01
H -1.0370 0.8103 -3.5347 0.08 -0.04 -0.02
H -2.9042 3.0799 -3.8147 0.03 0.03 -0.04
H -4.4521 2.2418 -3.8214 -0.04 0.01 -0.08
H -3.0974 1.6141 -4.7779 -0.03 0.05 -0.09
H -4.7433 1.5081 -1.5266 -0.01 0.07 -0.05
H -3.9627 0.1643 0.3701 -0.06 0.04 0.02
H -0.6451 -1.5936 0.4626 0.12 0.20 -0.10
H -2.3647 -3.1399 0.4221 -0.15 0.00 -0.17
H -3.6101 -1.9679 0.8616 -0.06 -0.01 0.04
H -2.4734 -2.5485 2.0759 -0.03 -0.07 0.05
H -1.4241 0.8472 1.6660 0.08 0.02 0.02
H -0.4328 -0.3741 2.4260 -0.05 -0.12 0.19
H -2.1999 -0.3604 2.6711 0.04 -0.03 0.13
H -1.1290 2.5646 -0.8118 -0.04 -0.10 0.09
H -0.8344 5.5772 -1.1427 0.10 0.01 -0.13
H -1.3145 4.4836 -2.4436 0.16 0.00 -0.06
H -3.0548 5.7798 -0.5821 -0.02 0.00 0.07
H -3.0965 4.0778 -0.1484 0.01 -0.04 0.04
H -3.5115 4.5904 -1.7795 0.00 -0.07 -0.02
C 0.6298 -5.0156 1.8279 -0.05 -0.05 0.20
C 1.6541 -4.2074 2.5418 -0.26 0.24 -0.40
O 2.0017 -3.1001 2.3429 0.06 -0.10 0.13
N 2.3614 -4.9137 3.7205 0.20 0.16 0.17
C 3.8642 -4.8688 3.5950 -0.07 -0.13 0.05
H -0.0492 -4.3325 1.3241 0.02 0.02 -0.08
H 1.1223 -5.6485 1.0853 0.01 -0.02 0.01
H 0.0662 -5.6525 2.5109 0.02 -0.02 -0.02
H 2.0219 -5.8658 3.8581 0.02 -0.01 -0.02
H 2.1060 -4.3606 4.5442 -0.07 -0.16 0.07
H 4.1515 -5.3536 2.6670 -0.01 0.01 -0.02
H 4.2880 -5.3963 4.4444 0.01 0.01 0.00
H 4.1658 -3.8274 3.6012 0.00 0.02 -0.07
```
Positions in Å, forces in eV/Å.

Here are the natural (NBO) charges for atoms 1 to 4, given in e: atom 1 (C): -0.613, atom 2 (C): -0.803, atom 3 (B): 1.044, atom 4 (O): -0.911

=====

| no. | E_tot (eV) | frontier orbital gap (Ha) |
| --- | --- | --- |
| 1 | -10922.0790 | 0.3904 |
| 2 | -6346.7828 | 0.3636 |
| 3 | -56712.8920 | 0.3145 |
| 4 | -106848.6961 | 0.2280 |